Here is a cluster of 13 separate species, C34H94O13 in total from the OMol25 dataset. Energies are from the ωB97M-V functional and the def2-TZVPD basis.

The geometry in XYZ format:
```
141
Properties=species:S:1:pos:R:3
C -3.2802 7.8274 -11.4098
C -1.9097 7.6301 -10.7859
O -2.1388 7.0943 -9.5395
H -3.9442 8.4740 -10.8361
H -3.7681 6.8732 -11.6089
H -3.1952 8.3271 -12.3748
H -1.2327 8.4732 -10.6485
H -1.3921 6.9258 -11.4372
H -1.3201 7.0552 -9.0396
C -9.8572 9.4870 -16.5256
C -9.1431 9.6274 -15.1799
O -9.7005 8.7303 -14.2323
H -9.7102 8.4218 -16.7043
H -9.4318 10.1433 -17.2849
H -10.9059 9.7111 -16.3306
H -9.4423 10.5968 -14.7812
H -8.0531 9.6215 -15.1800
H -9.4896 9.0722 -13.3604
O -13.8095 7.8589 -12.9258
H -13.8342 7.4981 -12.0396
H -12.8947 8.1075 -13.0583
C -12.0944 21.9968 -5.2395
C -11.5262 21.4534 -3.9120
C -11.3734 19.9859 -4.0280
O -10.2553 22.0527 -3.6135
H -12.2427 23.0762 -5.2066
H -13.0066 21.5027 -5.5738
H -11.3374 21.9250 -6.0205
H -12.2592 21.6641 -3.1333
H -10.9001 19.5293 -3.1587
H -10.7692 19.7626 -4.9073
H -12.3905 19.6219 -4.1734
H -9.6344 21.8541 -4.3182
C -17.1416 11.8321 -15.6648
C -18.5734 11.1865 -15.2753
C -19.1911 10.5760 -16.5757
O -18.3678 10.2944 -14.2732
H -16.4049 11.1110 -16.0188
H -16.6112 12.2398 -14.8042
H -17.3681 12.5610 -16.4430
H -19.2214 11.9791 -14.9010
H -19.1133 11.3417 -17.3475
H -20.1381 10.0401 -16.5105
H -18.5556 9.8004 -17.0032
H -17.7056 9.6825 -14.6029
C -15.0197 12.9635 -3.0204
C -15.2575 11.5747 -3.5814
C -14.9186 10.4704 -2.5463
O -16.5562 11.3977 -4.0082
H -13.9736 13.2232 -2.8584
H -15.4747 13.0190 -2.0314
H -15.5180 13.7357 -3.6065
H -14.5652 11.5730 -4.4233
H -14.0128 10.6923 -1.9821
H -14.8201 9.4874 -3.0066
H -15.6090 10.4342 -1.7035
H -16.6188 11.6526 -4.9316
C -14.6642 4.9703 -6.0422
C -13.7995 5.6917 -7.1903
C -12.5027 5.0126 -7.4217
O -14.6436 5.6504 -8.3213
H -15.5673 5.5296 -5.7979
H -14.1987 4.6686 -5.1039
H -15.0854 4.0400 -6.4236
H -13.6224 6.7216 -6.8802
H -12.0012 5.4486 -8.2857
H -12.6267 3.9310 -7.4757
H -11.7865 5.1497 -6.6116
H -15.0712 4.7953 -8.4082
C -9.4379 13.6542 -7.7422
C -10.0968 12.7170 -8.7723
C -10.7771 13.2905 -9.9948
O -9.2139 11.7927 -9.2922
H -8.6793 14.2012 -8.3020
H -8.9056 13.0287 -7.0257
H -10.1800 14.3605 -7.3700
H -10.7490 12.1844 -8.0802
H -10.1036 13.8261 -10.6639
H -11.3630 14.1468 -9.6610
H -11.3329 12.4949 -10.4910
H -8.7281 11.4448 -8.5409
C -5.7700 7.3705 -3.3975
C -6.6427 7.9968 -4.5692
C -7.9288 8.5887 -3.9886
O -5.9178 8.9247 -5.2739
H -5.7388 8.1484 -2.6345
H -4.7636 7.1424 -3.7485
H -6.2277 6.4654 -2.9982
H -7.0767 7.1710 -5.1329
H -8.5512 9.2470 -4.5947
H -7.6543 9.2349 -3.1549
H -8.5882 7.8533 -3.5278
H -5.0918 8.5760 -5.6172
C -17.2811 18.7631 -13.9144
C -16.3913 20.0565 -13.5873
C -15.4260 19.8529 -12.4017
O -15.5374 20.4008 -14.7411
H -17.7628 18.2541 -13.0796
H -16.6626 18.0066 -14.3975
H -18.1477 19.0606 -14.5049
H -16.9882 20.9497 -13.4028
H -14.6879 19.0848 -12.6326
H -15.9313 19.6948 -11.4489
H -14.8259 20.7589 -12.3172
H -16.1842 20.8217 -15.3122
C -8.1058 21.1122 -14.8304
C -8.8747 21.2069 -13.4617
C -8.2690 20.1405 -12.5447
O -8.6554 22.4596 -12.7992
H -8.6191 21.6083 -15.6542
H -7.8865 20.0807 -15.1062
H -7.1711 21.6729 -14.8290
H -9.9488 21.0906 -13.6064
H -8.4786 19.1702 -12.9951
H -8.8119 20.1301 -11.5996
H -7.1950 20.1802 -12.3628
H -9.0807 23.1566 -13.3042
C -13.7969 15.9656 -19.3005
C -12.5702 16.3097 -18.4502
C -12.5968 15.5770 -17.1557
O -11.4833 15.8307 -19.1644
H -14.7399 16.2847 -18.8565
H -13.9130 14.8843 -19.3745
H -13.6350 16.3502 -20.3074
H -12.4623 17.3623 -18.1885
H -12.5252 14.4913 -17.2219
H -13.4861 15.7994 -16.5661
H -11.7002 15.7362 -16.5566
H -11.2925 16.4530 -19.8701
C -3.2944 16.7239 -9.2317
C -2.6213 15.4139 -9.6797
C -3.6369 14.4553 -10.4668
O -1.6031 15.7520 -10.5918
H -4.1671 16.5155 -8.6127
H -3.5637 17.3152 -10.1069
H -2.5566 17.3702 -8.7562
H -2.1186 14.9613 -8.8250
H -4.2443 13.8773 -9.7702
H -3.1555 13.8244 -11.2140
H -4.2624 15.0448 -11.1370
H -1.4633 15.1503 -11.3267
```

## Properties
ΔE to the lowest compared entry with this formula, charge and spin ... 116.4 kcal per mole
LUMO energy ... 0.00342 hartree
HOMO-LUMO gap ... 9.8434 eV

Atom charges from the Löwdin analysis, given in e for atoms 1 to 5: C -0.086; C -0.360; O -0.075; H 0.073; H 0.077